1.
{
  "formula": "C27H84N16O15",
  "method": "ωB97M-V with the def2-TZVPD basis set",
  "largest_force_ev_per_a": 6.88,
  "e_above_lowest_kcal_mol": 210.7,
  "charge": 0,
  "homo_energy_ev": -9.6183,
  "gap_ev": 9.6,
  "e_lumo_ev": -0.023,
  "elements": ["C", "O", "N", "N", "H", "H", "H", "H", "C", "O", "N", "N", "H", "H", "H", "H", "C", "O", "N", "N", "H", "H", "H", "H", "C", "O", "N", "N", "H", "H", "H", "H", "C", "O", "N", "N", "H", "H", "H", "H", "C", "O", "N", "N", "H", "H", "H", "H", "C", "O", "N", "N", "H", "H", "H", "H", "C", "O", "N", "N", "H", "H", "H", "H", "C", "C", "O", "H", "H", "H", "H", "H", "H", "C", "C", "O", "H", "H", "H", "H", "H", "H", "C", "C", "C", "O", "H", "H", "H", "H", "H", "H", "H", "H", "C", "C", "C", "O", "H", "H", "H", "H", "H", "H", "H", "H", "C", "C", "C", "O", "H", "H", "H", "H", "H", "H", "H", "H", "C", "C", "C", "O", "H", "H", "H", "H", "H", "H", "H", "H", "C", "C", "C", "O", "H", "H", "H", "H", "H", "H", "H", "H"],
  "xyz": [[1.028, 16.258, 2.525], [2.202, 16.520, 2.603], [0.171, 17.064, 2.007], [0.542, 15.172, 3.026], [-0.748, 16.653, 2.088], [0.461, 17.933, 1.581], [-0.355, 14.993, 2.598], [1.201, 14.456, 3.299], [-4.846, 30.437, -1.077], [-4.337, 30.160, -2.142], [-5.057, 29.663, -0.089], [-5.373, 31.611, -0.920], [-5.298, 29.924, 0.857], [-4.562, 28.784, -0.137], [-6.122, 31.716, -0.250], [-5.261, 32.178, -1.749], [-6.030, 21.459, 13.060], [-5.876, 20.278, 13.246], [-6.658, 22.042, 12.061], [-5.540, 22.397, 13.861], [-6.966, 21.417, 11.331], [-6.652, 23.045, 11.936], [-4.995, 22.164, 14.679], [-5.696, 23.370, 13.640], [-5.271, 27.895, 11.691], [-6.509, 27.661, 11.547], [-4.645, 27.895, 12.855], [-4.408, 28.036, 10.747], [-3.662, 28.107, 12.760], [-5.013, 28.079, 13.778], [-3.428, 28.172, 10.951], [-4.806, 28.337, 9.869], [1.655, 24.316, -1.073], [1.935, 23.768, 0.007], [0.504, 24.566, -1.534], [2.502, 24.791, -1.942], [-0.137, 24.179, -0.856], [0.294, 24.878, -2.471], [3.491, 24.682, -1.767], [2.178, 25.268, -2.771], [-9.711, 28.451, 5.557], [-8.538, 28.696, 5.800], [-10.510, 27.892, 6.424], [-10.327, 28.692, 4.459], [-11.471, 28.072, 6.169], [-10.162, 27.714, 7.355], [-11.334, 28.616, 4.422], [-9.993, 29.328, 3.748], [1.015, 24.717, 11.254], [1.014, 25.505, 12.164], [1.298, 25.084, 10.042], [0.734, 23.429, 11.297], [1.524, 26.063, 9.937], [1.645, 24.329, 9.469], [1.104, 22.811, 10.589], [0.209, 22.992, 12.041], [-6.772, 16.549, 0.960], [-7.002, 17.720, 0.794], [-6.677, 15.637, 0.033], [-6.593, 15.893, 2.099], [-6.258, 14.765, 0.324], [-6.534, 16.025, -0.889], [-6.401, 14.902, 2.148], [-6.732, 16.429, 2.944], [-3.218, 15.609, 8.678], [-3.959, 14.329, 8.206], [-5.296, 14.589, 8.180], [-3.633, 15.771, 9.673], [-3.352, 16.354, 7.893], [-2.145, 15.425, 8.630], [-3.694, 13.453, 8.798], [-3.691, 14.045, 7.188], [-5.708, 13.968, 8.786], [-3.329, 22.522, 5.128], [-4.152, 23.537, 4.282], [-4.025, 23.347, 2.880], [-2.265, 22.737, 5.022], [-3.560, 21.493, 4.852], [-3.543, 22.611, 6.193], [-3.749, 24.527, 4.495], [-5.199, 23.607, 4.575], [-4.639, 22.636, 2.681], [6.636, 19.856, 6.575], [5.422, 19.958, 7.448], [5.864, 20.177, 8.871], [4.577, 21.061, 7.128], [7.056, 18.887, 6.846], [7.322, 20.694, 6.694], [6.405, 19.792, 5.512], [4.759, 19.095, 7.388], [6.390, 19.339, 9.328], [5.061, 20.437, 9.561], [6.593, 20.967, 9.051], [4.159, 20.885, 6.281], [-9.026, 25.069, -3.486], [-8.563, 24.140, -2.410], [-9.338, 24.271, -1.083], [-8.720, 22.861, -2.881], [-10.070, 24.972, -3.784], [-8.449, 24.843, -4.382], [-8.802, 26.080, -3.143], [-7.498, 24.276, -2.227], [-8.722, 24.606, -0.248], [-9.711, 23.307, -0.737], [-10.141, 25.007, -1.116], [-8.265, 22.314, -2.235], [-11.540, 17.806, 6.883], [-10.850, 19.063, 6.447], [-11.480, 20.324, 7.077], [-9.549, 18.950, 6.962], [-11.011, 16.877, 6.668], [-12.607, 17.822, 6.661], [-11.623, 17.794, 7.970], [-10.705, 19.177, 5.373], [-10.941, 21.264, 6.959], [-11.372, 20.104, 8.139], [-12.501, 20.368, 6.698], [-9.441, 18.040, 7.248], [1.693, 30.257, 2.136], [2.450, 30.846, 0.941], [1.848, 32.189, 0.524], [3.814, 30.965, 1.366], [1.805, 30.822, 3.061], [2.116, 29.275, 2.348], [0.617, 30.085, 2.100], [2.428, 30.181, 0.077], [0.805, 32.191, 0.206], [2.403, 32.567, -0.334], [1.967, 32.905, 1.337], [4.322, 31.500, 0.751], [-2.769, 22.461, -6.336], [-3.352, 21.019, -6.245], [-3.152, 20.469, -4.861], [-4.724, 21.013, -6.623], [-2.884, 22.876, -7.337], [-1.686, 22.441, -6.208], [-3.181, 23.129, -5.579], [-2.862, 20.401, -6.998], [-3.536, 19.455, -4.749], [-3.489, 21.219, -4.146], [-2.065, 20.433, -4.791], [-5.225, 21.527, -5.985]]
}

---

2.
{
  "formula": "C4H9NO2",
  "method": "ωB97M-V with the def2-TZVPD basis set",
  "largest_force_ev_per_a": 1.65,
  "e_above_lowest_kcal_mol": 75.7,
  "charge": 0,
  "homo_energy_ev": -8.3344,
  "gap_ev": 9.1,
  "e_lumo_ev": 0.780,
  "elements": ["C", "C", "O", "C", "N", "C", "O", "H", "H", "H", "H", "H", "H", "H", "H", "H"],
  "xyz": [[1.023, 0.803, -1.739], [0.294, -0.137, -0.781], [1.017, -1.372, -0.706], [0.115, 0.426, 0.629], [-1.245, 0.384, 1.135], [-1.560, -0.767, 1.712], [-0.718, -1.698, 1.723], [0.415, 1.678, -1.996], [1.268, 0.265, -2.660], [1.962, 1.161, -1.294], [-0.675, -0.415, -1.213], [1.810, -1.159, -0.193], [0.249, -0.949, 1.300], [0.438, 1.489, 0.674], [-1.861, 1.177, 1.229], [-2.533, -0.885, 2.179]]
}

---

3.
{
  "formula": "C4H9NO3SSi",
  "method": "ωB97M-V with the def2-TZVPD basis set",
  "largest_force_ev_per_a": 5.41,
  "e_above_lowest_kcal_mol": 120.0,
  "charge": 0,
  "homo_energy_ev": [-7.7371, -7.7320],
  "gap_ev": [7.6, 7.6],
  "e_lumo_ev": [-0.176, -0.176],
  "elements": ["C", "C", "C", "C", "N", "O", "O", "O", "Si", "S", "H", "H", "H", "H", "H", "H", "H", "H", "H"],
  "xyz": [[1.494, 1.983, -0.444], [1.395, 0.731, 0.018], [0.275, -0.186, -0.035], [2.710, 0.193, 0.520], [-0.340, -2.389, 0.024], [-0.911, 0.277, -0.348], [-3.003, -1.486, -0.426], [0.585, -1.421, 0.075], [-2.509, -0.155, 0.299], [-3.384, 1.676, -0.288], [2.336, 2.558, -0.267], [0.611, 2.477, -1.046], [3.039, 0.556, 1.485], [2.494, -0.880, 0.629], [3.473, 0.492, -0.145], [0.287, -3.305, 0.199], [-2.396, -2.193, -0.454], [-2.488, -0.304, 1.739], [-3.670, 1.377, -1.536]]
}

---

4.
{
  "formula": "C2H4I2O",
  "method": "ωB97M-V with the def2-TZVPD basis set",
  "largest_force_ev_per_a": 5.76,
  "e_above_lowest_kcal_mol": 111.4,
  "charge": 0,
  "homo_energy_ev": [-8.4842, -8.5426],
  "gap_ev": [6.8, 6.9],
  "e_lumo_ev": [-1.687, -1.663],
  "elements": ["C", "C", "O", "I", "I", "H", "H", "H", "H"],
  "xyz": [[-0.386, 0.597, 0.079], [0.717, -2.420, -0.113], [-0.137, -0.222, -0.847], [-0.744, -3.822, -0.478], [1.093, -1.820, 1.752], [0.316, 0.368, 0.989], [-1.515, 0.671, 0.514], [-0.254, 1.764, -0.037], [1.664, -2.247, -0.756]]
}

---

5.
{
  "formula": "C5H7N6S",
  "method": "ωB97M-V with the def2-TZVPD basis set",
  "largest_force_ev_per_a": 3.69,
  "e_above_lowest_kcal_mol": 76.2,
  "charge": 1,
  "homo_energy_ev": -14.0668,
  "gap_ev": 8.7,
  "e_lumo_ev": -5.378,
  "elements": ["C", "C", "C", "C", "C", "N", "N", "N", "N", "N", "N", "S", "H", "H", "H", "H", "H", "H", "H"],
  "xyz": [[-2.765, 1.260, 0.352], [1.765, 1.287, 0.709], [-1.230, 0.640, -1.126], [1.400, 0.907, 2.116], [-0.758, 0.252, -2.417], [-2.510, 0.738, -0.799], [3.017, 1.555, 0.272], [2.946, 1.701, -1.008], [2.001, 1.626, -1.673], [0.872, 1.225, -0.268], [-0.456, 1.176, -0.200], [-1.378, 1.749, 1.198], [-3.682, 1.589, 0.610], [1.800, -0.071, 2.294], [1.961, 1.442, 2.834], [0.316, 0.860, 2.158], [-0.950, 1.090, -3.037], [0.233, -0.024, -2.505], [-1.380, -0.476, -2.886]]
}